(1)
Molecular formula: C7H8O2
Method: DFT, wB97M-V/def2-TZVPD

XYZ file:
```
17
Properties=species:S:1:pos:R:3:forces:R:3:nbo_charge:R:1
C 0.019262 2.532566 -0.549409 1.7 3.4 -2.2 -0.112
C -0.206051 1.457614 -0.109170 -1.4 -1.7 1.1 -0.022
C 2.605239 0.179070 0.422336 -0.6 0.0 -1.8 0.800
C 1.660609 -0.338820 -0.908062 -0.4 -0.4 -1.1 -0.484
C 0.303669 -0.898262 -0.345099 1.0 1.4 -0.5 -0.482
C -0.521964 0.189801 0.277782 0.8 -2.0 0.9 0.194
C -1.574427 -0.180940 1.280643 -2.3 1.9 0.1 -0.688
O 3.650205 0.624098 0.026119 1.2 0.5 -0.4 -0.611
O 2.055095 -0.009862 1.480251 -1.3 -0.2 1.4 -0.604
H 0.470638 3.317334 -1.175718 -0.7 -0.5 1.0 0.259
H 1.353049 0.513384 -1.600878 1.0 -0.9 1.1 0.219
H 2.403312 -0.997936 -1.503616 -1.7 0.6 1.1 0.250
H -0.323451 -1.277930 -1.145182 -0.1 -0.1 -0.8 0.265
H 0.406930 -1.705612 0.340354 0.1 -0.6 0.7 0.254
H -2.211494 -1.053241 0.929994 1.3 0.6 0.8 0.247
H -2.370917 0.671314 1.384744 1.5 -1.2 -0.4 0.236
H -1.163727 -0.185064 2.325815 -0.1 -0.8 -1.0 0.281
```
Forces are in eV/Å.

The calculation puts the HOMO energy (alpha / beta) at -9.091 / -7.829 eV. The strongest force on any atom is 4.373 eV/Å. The lowest unoccupied orbital energy (alpha / beta) comes out at -1.630 / -2.924 eV. The gap between HOMO and LUMO (alpha / beta) comes out at 7.461 / 4.905 eV. The energy comes out at -421.81386 hartree.


(2)
Molecular formula: C2H3NOS2
Method: DFT, wB97M-V/def2-TZVPD

XYZ file:
```
9
Properties=species:S:1:pos:R:3:forces:R:3:nbo_charge:R:1
O 3.237747 -0.358272 0.139667 -6.6 1.6 -1.3 -0.511
C 2.003162 -0.028222 -0.046590 5.2 -2.2 1.8 0.247
S 0.512185 -1.056533 -0.190419 0.7 2.0 -0.3 0.208
C -0.410438 0.554015 -0.159342 -3.8 -0.2 -0.4 -0.065
N -1.689755 0.588607 0.077658 1.7 0.7 -1.7 -0.591
S -2.985327 -0.557796 -0.026754 3.4 -1.2 2.0 0.222
H 1.505343 0.950181 0.061376 2.0 0.3 -0.1 0.140
H 0.107853 1.602817 -0.523436 -1.2 -2.7 1.3 0.239
H -2.280767 -1.694796 0.667844 -1.4 1.7 -1.4 0.111
```
Forces are in eV/Å.

The calculation puts the HOMO energy at -9.491 eV. The strongest force on any atom is 6.905 eV/Å. The lowest unoccupied orbital energy comes out at -0.164 eV. Its SMILES is O=CS/C=N\S. The gap between HOMO and LUMO comes out at 9.327 eV. The energy comes out at -1004.26021 hartree.


(3)
Molecular formula: C5H8O
Method: DFT, wB97M-V/def2-TZVPD

XYZ file:
```
14
Properties=species:S:1:pos:R:3:forces:R:3:nbo_charge:R:1
C -1.137590 0.866465 -0.567155 0.3 0.1 0.0 -0.412
C -1.434187 -0.206606 0.452363 0.2 -0.1 0.1 -0.415
C -0.030107 -0.041259 -0.081814 0.5 0.2 0.4 -0.121
C 1.006160 -0.941076 -0.745515 0.7 -0.3 -0.3 -0.053
O 2.149139 -0.394247 0.020825 -1.6 -0.3 -0.6 -0.538
C 1.204291 0.350265 0.776229 -1.1 0.7 0.6 -0.040
H -1.605649 0.769210 -1.551423 0.4 -0.2 0.3 0.219
H -1.099430 1.897782 -0.219989 0.0 -0.2 0.0 0.212
H -1.589057 0.109118 1.485017 0.1 -0.1 -0.2 0.211
H -2.099345 -1.022624 0.158889 0.5 0.1 -0.1 0.218
H 0.892625 -1.997868 -0.495146 0.0 0.0 -0.4 0.184
H 1.230523 -0.719707 -1.781480 -0.4 -0.5 -0.4 0.191
H 1.092027 -0.087188 1.769524 0.2 0.4 0.3 0.168
H 1.420596 1.417733 0.779675 0.2 0.1 0.3 0.176
```
Forces are in eV/Å.

The calculation puts the HOMO energy at -9.480 eV. The strongest force on any atom is 1.695 eV/Å. The lowest unoccupied orbital energy comes out at 1.075 eV. The gap between HOMO and LUMO comes out at 10.555 eV. The energy comes out at -270.46266 hartree.


(4)
Molecular formula: C27H38ClN2O2P3SYb
Method: DFT, wB97M-V/def2-TZVPD

XYZ file:
```
75
Properties=species:S:1:pos:R:3:forces:R:3:mulliken_charge:R:1
C 0.874458 5.326894 3.379898 -0.1 0.3 -0.7 -1.232
C 1.284576 3.827684 3.052996 0.3 0.4 0.6 0.988
C 0.596651 2.854211 4.096023 -0.1 -0.5 0.2 -1.170
C -0.173501 1.640574 3.452039 1.0 0.7 -0.1 0.592
O -1.056645 2.028286 2.373378 0.9 -1.5 0.0 -0.452
C -0.750219 1.240132 1.225474 -0.2 0.5 -0.1 -0.707
N 0.030550 1.834429 0.295860 -1.9 -4.0 0.8 0.151
C 0.248177 0.917438 -0.722417 1.5 -0.2 -2.5 0.463
C 1.145133 1.379031 -1.863106 -0.7 -1.8 -0.4 0.226
P 1.877544 3.129886 -1.816626 0.5 0.0 -0.6 0.155
C 3.068522 3.059943 -0.343850 -0.2 -0.9 0.4 -1.055
C 0.517506 4.397987 -1.545864 0.0 0.8 -0.2 -0.509
C 1.181591 5.683704 -0.874847 -0.7 -0.6 0.1 -0.889
C 1.452273 0.497887 -3.000878 -0.9 -0.2 2.7 -0.145
P 2.581152 1.257774 -4.301183 -0.6 0.9 -0.1 0.139
S 1.580864 2.444349 -5.472309 0.1 -0.4 0.0 -0.335
C 0.906193 -0.934350 -3.093517 -1.1 0.9 2.3 -0.811
C 1.262362 -1.814742 -4.330340 0.2 0.3 -0.4 0.203
C 0.036397 -2.577174 -4.982472 0.4 -0.6 -0.2 -1.475
C 2.527628 -2.775450 -4.057349 0.5 1.1 -0.3 -0.662
C 3.407282 -2.283737 -2.835939 0.1 -0.9 -0.1 -0.813
C 0.079861 -1.373881 -1.967584 0.2 1.8 0.0 1.159
P -0.606521 -3.141688 -1.910386 1.7 -0.7 -0.7 0.278
O -0.296821 -3.723749 -0.355300 -1.4 0.9 -0.8 -0.473
Cl -2.689999 -2.942887 -2.159517 0.4 0.3 0.7 -0.263
C -0.263592 -0.465773 -0.802508 0.5 0.0 -0.8 -0.924
N -1.074833 -0.986791 0.183210 0.4 2.5 0.9 -0.073
C -1.319451 -0.120020 1.194444 1.1 0.8 -0.7 0.916
C -2.225535 -0.540157 2.381737 -1.4 -1.2 -0.6 0.529
C -2.785917 -2.040768 2.311574 0.3 -1.8 1.7 0.535
C -2.469288 -3.002055 3.503128 -1.8 -0.3 -2.0 -0.299
C -2.990403 -4.383122 3.513528 -0.5 2.2 -2.1 -0.791
C -3.813528 -4.799287 2.361402 0.3 0.5 -0.1 0.815
C -4.353726 -6.281856 2.344496 0.6 1.5 0.2 -1.233
C -4.111806 -3.907510 1.222747 1.5 1.1 1.9 -0.717
C -3.600603 -2.527474 1.196863 0.6 -0.7 2.2 -0.639
H 1.767643 5.987568 3.563146 -0.9 -0.8 -0.3 0.294
H 0.206043 5.423123 4.278991 0.7 -0.2 -0.9 0.345
H 0.315897 5.743417 2.494433 0.5 -0.2 1.0 0.302
H 2.402509 3.762681 3.174950 -1.1 -0.2 -0.1 0.402
H 1.090704 3.542220 1.977210 -0.1 0.3 1.3 -0.845
H 1.404914 2.446346 4.778101 -1.0 0.2 -0.7 0.274
H -0.130365 3.370838 4.786840 0.8 -0.2 -0.9 0.498
H -0.787499 1.152817 4.303274 0.3 0.2 -0.5 -0.858
H 0.564606 0.898954 3.046200 -0.6 0.4 0.6 0.593
H 2.888093 2.130394 0.272341 0.1 1.0 -0.5 0.225
H 4.098645 2.939812 -0.789261 -1.1 0.4 0.5 0.405
H 3.005085 3.957835 0.325539 0.2 -0.8 -0.8 0.343
H -0.385135 4.025835 -0.998563 0.9 0.5 -0.3 0.331
H 0.205369 4.734761 -2.580259 0.3 -0.8 1.0 0.399
H 1.383431 5.427794 0.197976 0.0 0.5 -0.9 0.032
H 0.444521 6.536069 -0.908915 0.8 -0.9 0.0 0.358
H 2.126998 5.987088 -1.412659 -1.0 -0.4 0.7 0.340
H 3.282125 0.215738 -4.974135 -0.2 0.2 0.6 0.169
H 3.572012 1.976502 -3.548507 -0.3 -0.9 -0.2 0.160
H 1.626990 -1.100087 -5.128148 -0.6 -0.6 1.0 0.397
H 0.167190 -2.605398 -6.099583 -0.1 0.2 1.1 0.390
H -0.960704 -2.107021 -4.763782 1.0 -0.4 -0.1 0.265
H 0.053432 -3.658893 -4.654245 -0.3 1.3 -0.2 0.380
H 3.200209 -2.683004 -4.963955 -0.9 -0.2 0.8 0.317
H 2.232340 -3.854624 -3.997659 0.1 1.0 0.3 0.353
H 3.746783 -1.215027 -2.927454 -0.5 -1.0 0.0 0.165
H 2.853327 -2.411434 -1.862513 0.7 0.2 -0.9 0.198
H 4.348834 -2.907841 -2.805024 -1.0 0.6 0.1 0.402
H -1.145764 -3.846799 0.112183 0.5 0.2 0.0 0.266
H -3.134551 0.144476 2.434173 1.0 -0.4 -0.1 0.642
H -1.695314 -0.406321 3.382135 0.8 0.4 -3.0 -0.628
H -1.830792 -2.708059 4.424979 -0.1 -1.4 -1.8 0.041
H -2.785138 -5.096099 4.348627 -0.2 0.8 -0.9 0.417
H -3.456638 -6.939918 2.182379 -1.1 0.4 0.0 0.318
H -4.798232 -6.508869 3.350766 0.3 0.1 -1.1 0.376
H -5.112308 -6.345921 1.526779 0.7 -0.4 0.8 0.349
H -4.719605 -4.266802 0.361225 0.6 0.3 0.9 0.336
H -3.802161 -1.786317 0.379245 0.1 -1.2 0.7 0.421
Yb -2.319827 -0.853572 5.060367 -1.2 0.4 1.5 1.347
```
Forces are in eV/Å.

The calculation puts the HOMO energy at -11.524 eV. The strongest force on any atom is 4.469 eV/Å. The lowest unoccupied orbital energy comes out at -8.820 eV. The gap between HOMO and LUMO comes out at 2.704 eV. Its charge is +2. The energy comes out at -4351.94515 hartree.